Version A
{"formula": "H4N2O2Si", "method": "ωB97M-V/def2-TZVPD", "symbols": ["N", "N", "O", "O", "Si", "H", "H", "H", "H"], "coordinates": [[0.94, -0.77, -0.64], [-1.46, 0.00, 0.21], [-1.65, -1.06, 0.72], [-2.38, 0.85, 0.17], [0.22, 0.63, -0.10], [1.78, -1.16, -0.31], [0.52, -1.56, -1.15], [0.04, 1.94, -0.74], [1.99, 1.14, 1.85]], "nbo_charge": [-1.34, 0.18, -0.35, -0.41, 1.41, 0.42, 0.42, -0.17, -0.17], "multiplicity": 1, "homo_energy_ev": [-10.4, -9.0], "homo_lumo_gap_ev": [8.8, 7.6]}

Version B
{"formula": "H4N2O2Si", "method": "ωB97M-V/def2-TZVPD", "symbols": ["N", "Si", "N", "O", "O", "H", "H", "H", "H"], "coordinates": [[-1.25, -0.80, -0.24], [-0.32, 0.67, 0.02], [1.46, 0.07, -0.01], [1.54, -1.15, 0.09], [2.39, 0.82, -0.18], [-2.05, -0.82, 0.27], [-0.89, -1.68, -0.29], [-0.53, 1.08, 1.30], [-0.36, 1.81, -0.96]], "nbo_charge": [-1.25, 1.38, 0.26, -0.41, -0.37, 0.38, 0.41, -0.22, -0.17], "multiplicity": 1, "homo_energy_ev": -10.6, "homo_lumo_gap_ev": 10.8}

Order of stability, best first: version B, version A

Version A
{"formula": "C6H3NO", "method": "ωB97M-V/def2-TZVPD", "symbols": ["C", "C", "C", "C", "C", "C", "H", "H", "H", "N", "O"], "coordinates": [[-1.72, -0.65, 0.09], [-0.20, -0.14, -0.05], [0.81, -1.12, -0.05], [2.22, -0.88, -0.04], [-0.07, 1.34, -0.14], [0.00, 2.51, -0.17], [-2.54, 0.17, 0.86], [0.54, -2.10, 0.02], [-0.26, 3.58, -0.15], [3.35, -0.88, -0.09], [-2.13, -1.84, -0.29]], "nbo_charge": [0.40, -0.10, -0.21, 0.23, -0.09, -0.13, 0.16, 0.25, 0.25, -0.25, -0.51], "multiplicity": 1, "homo_energy_ev": -10.3, "homo_lumo_gap_ev": 8.8}

Version B
{"formula": "C6H3NO", "method": "ωB97M-V/def2-TZVPD", "symbols": ["C", "C", "C", "N", "C", "O", "C", "C", "H", "H", "H"], "coordinates": [[-0.57, -3.16, 1.14], [-0.11, -2.12, 0.48], [0.36, -0.70, -0.09], [0.31, 0.26, 0.80], [0.14, 1.63, 0.07], [-0.56, 2.68, 0.47], [0.22, 1.12, -1.31], [0.42, -0.14, -1.39], [-0.96, -4.07, 1.99], [0.28, 1.61, -2.31], [0.25, -0.65, -2.50]], "nbo_charge": [-0.21, -0.08, 0.22, -0.42, 0.62, -0.43, -0.27, -0.23, 0.32, 0.24, 0.25], "multiplicity": 1, "homo_energy_ev": -10.0, "homo_lumo_gap_ev": 7.9}

Order of stability, best first: version A, version B

Version A
{"formula": "C4H4N2S", "method": "ωB97M-V/def2-TZVPD", "symbols": ["S", "C", "C", "N", "N", "C", "C", "H", "H", "H", "H"], "coordinates": [[-1.16, -2.44, -0.63], [-0.37, -1.04, -0.52], [1.05, -0.78, -0.80], [1.39, 0.42, -0.55], [0.28, 1.20, -0.31], [-0.17, 0.98, 1.05], [-0.86, 0.29, -0.10], [1.81, -1.53, -0.99], [0.51, 0.40, 1.72], [-0.66, 1.82, 1.52], [-1.83, 0.68, -0.38]], "nbo_charge": [0.08, -0.18, -0.02, -0.17, -0.22, -0.21, -0.19, 0.22, 0.22, 0.22, 0.25], "multiplicity": 1, "homo_energy_ev": -8.9, "homo_lumo_gap_ev": 7.9}

Version B
{"formula": "C4H4N2S", "method": "ωB97M-V/def2-TZVPD", "symbols": ["C", "C", "N", "C", "N", "C", "S", "H", "H", "H", "H"], "coordinates": [[1.43, 1.04, 1.33], [0.56, 0.79, 0.15], [0.49, 1.54, -0.88], [-0.44, 0.86, -1.73], [-0.95, -0.23, -1.28], [-0.33, -0.43, -0.05], [-0.52, -1.70, 0.93], [2.08, 0.16, 1.48], [2.02, 1.94, 1.12], [0.83, 1.13, 2.27], [-0.66, 1.29, -2.73]], "nbo_charge": [-0.67, 0.27, -0.47, 0.30, -0.49, -0.06, 0.18, 0.25, 0.24, 0.25, 0.20], "multiplicity": 1, "homo_energy_ev": -9.5, "homo_lumo_gap_ev": 7.4}

Order of stability, best first: version B, version A

Version A
{"formula": "C4H4N2S", "method": "ωB97M-V/def2-TZVPD", "symbols": ["H", "N", "C", "C", "C", "N", "C", "S", "H", "H", "H"], "coordinates": [[-0.63, -1.71, 2.16], [-0.77, -0.85, 1.72], [-0.09, -0.79, 0.58], [1.09, -1.65, 0.17], [1.64, -0.88, -0.75], [0.98, 0.33, -0.98], [-0.21, 0.48, -0.37], [-1.27, 1.59, -0.17], [1.17, -2.67, 0.63], [2.61, -1.04, -1.16], [1.09, 0.77, -1.86]], "nbo_charge": [0.33, -0.56, 0.20, -0.34, 0.02, -0.58, -0.04, 0.09, 0.25, 0.22, 0.41], "multiplicity": 1, "homo_energy_ev": -8.7, "homo_lumo_gap_ev": 8.1}

Version B
{"formula": "C4H4N2S", "method": "ωB97M-V/def2-TZVPD", "symbols": ["N", "C", "C", "C", "N", "C", "S", "H", "H", "H", "H"], "coordinates": [[2.48, -2.23, -0.65], [1.81, -1.55, -0.03], [0.86, -0.68, 0.52], [-0.32, -0.40, -0.26], [-0.43, 0.95, -0.71], [0.51, 1.70, -0.33], [1.76, 1.06, 0.71], [0.70, -0.86, 1.53], [-0.11, -1.05, -1.17], [-1.23, -0.68, 0.36], [0.75, 2.74, -0.65]], "nbo_charge": [-0.28, 0.25, -0.39, -0.27, -0.40, -0.05, 0.20, 0.26, 0.23, 0.23, 0.22], "multiplicity": 1, "homo_energy_ev": -9.5, "homo_lumo_gap_ev": 9.8}

Version C
{"formula": "C4H4N2S", "method": "ωB97M-V/def2-TZVPD", "symbols": ["S", "C", "C", "N", "C", "C", "N", "H", "H", "H", "H"], "coordinates": [[-0.93, 0.80, 2.44], [-0.42, 0.19, 0.84], [-1.06, -0.16, -0.36], [-0.44, -0.43, -1.50], [0.87, -0.32, -1.54], [1.56, -0.01, -0.35], [0.85, 0.10, 0.82], [-2.29, 0.51, 2.30], [-2.10, -0.33, -0.04], [1.31, -0.32, -2.46], [2.64, -0.04, -0.15]], "nbo_charge": [0.06, 0.04, -0.01, -0.37, -0.02, -0.01, -0.43, 0.12, 0.19, 0.20, 0.21], "multiplicity": 1, "homo_energy_ev": -9.2, "homo_lumo_gap_ev": 9.5}

Order of stability, best first: version C, version B, version A

Version A
{"formula": "C3H4N2OS", "method": "ωB97M-V/def2-TZVPD", "symbols": ["C", "C", "C", "N", "N", "O", "S", "H", "H", "H", "H"], "coordinates": [[-0.56, -0.80, 0.45], [0.71, -0.90, 0.08], [0.34, 1.23, 0.60], [-0.95, 0.60, 0.21], [1.10, 0.44, -0.40], [-1.48, -1.50, -2.37], [-0.32, 0.78, -1.46], [-1.27, -1.50, 0.82], [1.42, -1.70, 0.05], [0.36, 2.30, 0.38], [0.64, 1.04, 1.63]], "nbo_charge": [-0.08, -0.09, -0.10, -0.53, -0.53, -0.17, 0.62, 0.24, 0.23, 0.21, 0.20], "multiplicity": 1, "homo_energy_ev": [-9.3, -9.2], "homo_lumo_gap_ev": [7.2, 7.4]}

Version B
{"formula": "C3H4N2OS", "method": "ωB97M-V/def2-TZVPD", "symbols": ["N", "N", "C", "C", "C", "S", "O", "H", "H", "H", "H"], "coordinates": [[-1.58, -1.12, 0.18], [-0.62, -0.46, -0.55], [-0.37, 0.89, -0.16], [0.95, 1.10, 0.05], [1.62, -0.17, -0.10], [3.16, -0.62, -0.05], [0.65, -1.10, -0.25], [-2.45, -1.15, -0.30], [-1.68, -0.95, 1.26], [-1.20, 1.52, -0.19], [1.51, 2.06, 0.10]], "nbo_charge": [-0.67, 0.02, 0.01, -0.33, 0.14, -0.06, -0.33, 0.38, 0.36, 0.22, 0.26], "multiplicity": 1, "homo_energy_ev": -8.6, "homo_lumo_gap_ev": 8.4}

Version C
{"formula": "C3H4N2OS", "method": "ωB97M-V/def2-TZVPD", "symbols": ["S", "C", "C", "O", "C", "N", "N", "H", "H", "H", "H"], "coordinates": [[-0.03, 1.13, -2.51], [0.09, 0.45, -1.00], [-1.17, 0.14, -0.18], [-0.93, -0.48, 1.09], [0.35, -0.71, 1.43], [1.39, -0.49, 0.74], [1.23, 0.09, -0.44], [-1.88, -0.51, -0.70], [-1.66, 1.11, 0.00], [0.48, -1.11, 2.42], [2.12, 0.37, -0.85]], "nbo_charge": [-0.15, 0.08, -0.15, -0.48, 0.37, -0.32, -0.40, 0.22, 0.22, 0.19, 0.41], "multiplicity": 1, "homo_energy_ev": -8.7, "homo_lumo_gap_ev": 8.9}

Version D
{"formula": "C3H4N2OS", "method": "ωB97M-V/def2-TZVPD", "symbols": ["C", "C", "C", "N", "N", "O", "S", "H", "H", "H", "H"], "coordinates": [[0.73, 0.35, -1.90], [-0.98, 0.07, -0.64], [0.30, -0.46, 1.42], [1.24, 0.05, -0.76], [0.15, -0.12, 0.04], [-0.61, 0.37, -1.87], [-3.11, 0.80, 1.22], [1.27, 0.56, -2.80], [1.16, 0.08, 1.82], [-0.61, -0.17, 1.94], [0.46, -1.53, 1.53]], "nbo_charge": [0.30, 0.33, -0.42, -0.27, -0.26, -0.42, -0.16, 0.21, 0.22, 0.26, 0.21], "multiplicity": 1, "homo_energy_ev": [-9.0, -9.0], "homo_lumo_gap_ev": [7.4, 7.3]}

Order of stability, best first: version C, version B, version D, version A

Version A
{"formula": "C3H4N2OS", "method": "ωB97M-V/def2-TZVPD", "symbols": ["C", "C", "C", "N", "N", "O", "S", "H", "H", "H", "H"], "coordinates": [[0.12, 0.97, -1.22], [-0.85, 0.65, -0.32], [1.14, 0.46, 0.59], [1.33, 0.87, -0.67], [-0.16, 0.33, 0.86], [-0.13, -2.67, 0.42], [-0.91, -0.39, 2.18], [-0.04, 1.37, -2.19], [-1.83, 0.46, -0.62], [1.94, 0.03, 1.13], [-0.60, -2.07, -0.14]], "nbo_charge": [-0.04, -0.15, 0.18, -0.41, -0.48, -0.66, 0.47, 0.21, 0.23, 0.23, 0.41], "multiplicity": 1, "homo_energy_ev": [-9.6, -9.6], "homo_lumo_gap_ev": [5.6, 5.6]}

Version B
{"formula": "C3H4N2OS", "method": "ωB97M-V/def2-TZVPD", "symbols": ["C", "C", "C", "N", "N", "O", "S", "H", "H", "H", "H"], "coordinates": [[0.20, 1.43, -0.29], [0.72, 0.32, 0.14], [1.79, -0.65, 0.15], [-0.64, 0.59, 0.57], [-1.60, -0.21, 0.15], [-3.74, -1.15, -0.14], [-3.01, 0.11, -0.30], [0.18, 2.48, -0.55], [1.62, -1.25, -0.79], [1.57, -1.38, 1.04], [2.92, -0.29, 0.01]], "nbo_charge": [-0.13, 0.21, -0.70, -0.25, -0.57, -0.89, 1.32, 0.24, 0.26, 0.26, 0.26], "multiplicity": 1, "homo_energy_ev": [-8.3, -8.3], "homo_lumo_gap_ev": [8.1, 8.1]}

Version C
{"formula": "C3H4N2OS", "method": "ωB97M-V/def2-TZVPD", "symbols": ["C", "C", "C", "N", "N", "O", "S", "H", "H", "H", "H"], "coordinates": [[1.53, 0.80, 0.18], [1.61, -0.36, -0.54], [-0.14, -0.27, 0.55], [0.38, 0.78, 0.91], [-2.14, -0.74, 0.91], [0.49, -1.08, -0.29], [-2.82, 0.21, -0.29], [2.23, 1.59, 0.23], [2.39, -0.80, -0.93], [-2.32, -0.41, 1.84], [-3.24, -0.90, -0.92]], "nbo_charge": [-0.10, 0.04, 0.67, -0.51, -0.77, -0.42, 0.21, 0.22, 0.20, 0.37, 0.10], "multiplicity": 1, "homo_energy_ev": -8.9, "homo_lumo_gap_ev": 9.0}

Order of stability, best first: version C, version A, version B

Version A
{"formula": "C3H4N2OS", "method": "ωB97M-V/def2-TZVPD", "symbols": ["C", "C", "C", "N", "N", "O", "S", "H", "H", "H", "H"], "coordinates": [[1.52, 1.47, 0.39], [-0.09, -0.49, 0.46], [1.19, 0.16, 0.03], [2.08, 2.45, 0.57], [-1.23, 0.20, 0.23], [-0.08, -1.58, 0.97], [2.61, -0.88, -0.11], [0.79, 0.23, -1.76], [-1.42, 1.15, 0.02], [-2.25, -0.27, 0.52], [1.86, -1.96, 0.33]], "nbo_charge": [0.20, 0.64, -0.42, -0.24, -0.83, -0.58, 0.07, 0.15, 0.41, 0.42, 0.18], "multiplicity": 1, "homo_energy_ev": [-9.2, -9.2], "homo_lumo_gap_ev": [7.9, 7.9]}

Version B
{"formula": "C3H4N2OS", "method": "ωB97M-V/def2-TZVPD", "symbols": ["C", "C", "C", "N", "N", "O", "S", "H", "H", "H", "H"], "coordinates": [[0.30, 0.21, -0.09], [2.73, -1.09, -0.03], [-0.84, -0.64, 0.08], [2.32, -1.44, -1.10], [2.29, 1.83, -0.47], [3.13, -0.79, 1.03], [0.85, 1.69, 0.08], [-0.93, -1.31, -0.78], [-1.77, -0.06, 0.14], [-0.75, -1.26, 0.97], [2.71, 2.73, -0.28]], "nbo_charge": [-0.06, 0.66, -0.75, -0.53, -0.97, -0.57, 1.02, 0.28, 0.27, 0.25, 0.38], "multiplicity": 1, "homo_energy_ev": [-9.3, -9.3], "homo_lumo_gap_ev": [6.3, 6.3]}

Version C
{"formula": "C3H4N2OS", "method": "ωB97M-V/def2-TZVPD", "symbols": ["H", "N", "C", "N", "C", "S", "C", "O", "H", "H", "H"], "coordinates": [[-1.75, 0.68, -0.03], [-2.15, -0.28, 0.02], [-1.21, -1.12, -0.01], [0.16, -0.92, 0.03], [1.10, 0.11, 0.02], [2.70, -0.33, -0.02], [0.72, 1.57, 0.05], [-0.41, 2.01, -0.07], [-1.44, -2.19, -0.13], [0.71, -1.76, -0.02], [1.58, 2.23, 0.15]], "nbo_charge": [0.37, -0.62, 0.25, -0.60, -0.02, -0.02, 0.38, -0.49, 0.18, 0.41, 0.16], "multiplicity": 1, "homo_energy_ev": -9.6, "homo_lumo_gap_ev": 7.9}

Order of stability, best first: version C, version A, version B